{
  "formula": "C29H49Cl24N2O6S2",
  "method": "ωB97M-V/def2-TZVPD",
  "elements": ["Cl", "Cl", "Cl", "Cl", "Cl", "Cl", "Cl", "Cl", "Cl", "Cl", "Cl", "Cl", "Cl", "Cl", "Cl", "Cl", "Cl", "Cl", "Cl", "Cl", "Cl", "Cl", "Cl", "Cl", "S", "S", "O", "O", "O", "O", "O", "O", "N", "N", "C", "C", "C", "C", "C", "C", "C", "C", "C", "C", "C", "C", "C", "C", "C", "C", "C", "C", "C", "C", "C", "C", "C", "C", "C", "C", "C", "C", "C", "H", "H", "H", "H", "H", "H", "H", "H", "H", "H", "H", "H", "H", "H", "H", "H", "H", "H", "H", "H", "H", "H", "H", "H", "H", "H", "H", "H", "H", "H", "H", "H", "H", "H", "H", "H", "H", "H", "H", "H", "H", "H", "H", "H", "H", "H", "H", "H", "H"],
  "coordinates": [[4.9785, 1.8137, -8.1359], [-4.5817, -4.5571, 12.6318], [5.3730, 2.8699, -3.1279], [-0.3520, 1.3304, -8.2432], [-6.2026, -6.1631, 2.5713], [2.3469, 2.2350, -3.7021], [1.7713, -0.5763, -4.2327], [-3.4505, 4.8066, 1.6582], [-4.0332, -4.3136, 5.3141], [-6.7558, 0.7081, -3.3025], [6.3578, 5.4551, -2.1960], [-4.6726, -5.6486, 7.8294], [3.9016, 3.6619, -10.1275], [-1.3876, 4.7207, -5.4198], [5.3723, -0.5390, -4.7226], [5.6973, -0.1679, 6.6455], [-6.5694, -6.5920, 11.9834], [1.6473, 3.3397, -7.5552], [2.9969, -0.9563, 5.8573], [7.7182, -1.1323, -6.3541], [-0.6800, 6.0557, -7.9188], [-5.1477, 2.7490, -1.9722], [-1.8993, 6.0777, -0.4621], [-3.7018, -7.5916, 2.0914], [-0.0058, -2.1941, -1.3430], [-4.4532, -4.1136, 0.5266], [-3.0729, -0.9859, -0.5758], [-5.9865, -1.2686, 1.3370], [2.6296, 2.5662, 0.0948], [-3.1699, -0.4764, -2.7757], [2.7855, 3.5225, 2.1318], [-4.0043, -0.7434, 2.4440], [3.3639, -1.7880, 1.2424], [3.8411, -0.5727, 1.0331], [4.0555, -2.6303, 2.2801], [1.1150, 1.7760, 2.1277], [-3.6533, 0.3025, 1.5196], [0.5508, 2.7447, -8.8043], [-5.4332, -7.7480, 2.4061], [-5.8372, 1.1206, -1.8527], [3.7743, 1.6737, -0.0584], [-2.5265, -0.1534, 0.4811], [-2.4598, -0.7487, -1.8118], [-3.5157, 5.8015, 0.1978], [5.0671, 4.6123, -3.0570], [-4.9598, -1.6283, 1.9129], [-3.0378, 1.5174, 2.3696], [1.4513, -1.5180, -0.4962], [1.3191, 1.0986, -4.5849], [-4.7580, -3.1953, 2.1023], [6.1028, -1.3459, 3.4223], [-1.9698, 5.2733, -6.9958], [2.2513, -2.2261, 0.5571], [4.0181, -0.3398, 7.1660], [-5.2941, -5.1078, 6.2656], [6.9907, -0.0085, -5.2023], [4.5473, -1.7153, 3.5135], [5.2964, 3.2475, -9.1227], [2.2316, 2.6619, 1.4527], [-5.6977, -5.1678, 11.4045], [-0.8998, -0.7521, -2.0658], [1.9915, -0.1004, -0.7619], [3.1763, 0.1915, 0.1150], [-5.6613, -5.9703, 5.7140], [-5.0295, 0.4033, -1.7317], [3.9770, -1.0346, 8.0016], [-2.4792, 1.0768, 3.2497], [6.9161, 0.9732, -5.6653], [1.1324, 2.4684, -9.6813], [-5.1316, -5.4376, 10.5155], [3.9746, -0.7459, 3.5824], [-1.9182, 0.7266, 0.1194], [0.7635, 2.1734, 3.1221], [-5.7455, -3.5797, 2.5088], [-6.5004, 1.0806, -0.9909], [4.9875, -3.1233, 1.8791], [-6.1060, -4.4037, 6.4327], [-4.5618, 0.7484, 0.9951], [6.6409, -1.7124, 4.3562], [-4.1196, 5.2909, -0.5491], [1.6034, 0.7636, 2.3429], [-5.5750, -8.3063, 3.3286], [-2.3357, 4.4159, -7.5568], [3.6439, 0.6332, 7.4758], [4.1258, 4.7843, -2.5387], [-3.9130, -3.3269, 2.8608], [6.5476, -1.7862, 2.4817], [4.6033, 1.8864, 0.6733], [-3.9655, 6.7605, 0.4442], [4.0701, 1.7505, -1.1431], [0.2829, 1.2552, -4.2904], [-0.5154, 0.2564, -1.6915], [7.6204, 0.0471, -4.3172], [5.0066, 5.0003, -4.0713], [-6.4165, -4.3884, 11.1617], [-2.3296, 2.1458, 1.7431], [-3.6820, -3.3562, -0.3269], [3.3099, -3.3542, 2.7252], [-1.8265, -0.8247, 1.0905], [6.1486, 3.0487, -9.7684], [-5.8963, -8.2793, 1.5779], [-0.1523, 3.5343, -9.0606], [1.9101, -3.2803, 0.8077], [-3.8380, 2.2051, 2.7780], [1.4296, 1.2781, -5.6523], [-2.7766, 5.9863, -6.8434], [6.2734, -0.2193, 3.4193], [1.5262, 0.6060, -1.4979], [4.4064, -2.2432, 4.5042], [-0.7359, -0.7198, -3.1910], [0.2427, 1.5398, 1.4368], [5.5181, 4.0854, -8.4657]],
  "total_charge": 1,
  "e_tot_ha": -13535.88294,
  "multiplicity": 1,
  "homo_energy_ev": -10.943,
  "gap_ev": 6.258
}